A structure of composition C36H89LiN6O13 at a distorted geometry. Source: OMol25; level of theory: ωB97M-V with the def2-TZVPD basis set.

## Properties
Maximum force (eV Å⁻¹): 4.94
Kohn-Sham gap (eV): 8.6
Charge: 0
HOMO (eV): -8.23

```
145
Properties=species:S:1:pos:R:3:forces:R:3:lowdin_charge:R:1
Li -1.213 0.148 0.754 0.117 -0.355 -0.352 0.5755
C -0.045 -3.635 -0.418 -0.748 -1.560 -1.044 -0.0117
C -0.364 -2.303 0.109 0.264 1.103 -1.817 -0.8138
O -0.935 -1.398 -0.559 -0.876 0.184 -1.104 -0.1107
O 0.086 -2.081 1.201 1.251 0.992 4.676 -0.0210
H 0.656 -3.602 -1.252 -0.074 0.097 -0.064 0.0731
H -0.988 -4.046 -0.777 0.064 -0.374 -0.348 0.0803
H 0.346 -4.291 0.360 0.018 0.201 -0.059 0.0803
C -2.367 3.967 2.523 0.089 -0.456 1.886 -0.0844
C -2.831 5.386 2.431 1.488 0.229 -0.529 -0.4192
C -2.163 6.296 3.482 -0.226 0.180 0.265 -0.1877
O -2.495 6.064 4.857 0.311 -0.731 -1.071 -0.2000
C -3.790 6.503 5.227 1.480 -0.032 1.217 -0.1058
N -2.440 5.833 1.079 -1.480 0.886 0.244 0.0452
H -1.285 3.889 2.409 0.065 0.078 -0.292 0.0834
H -2.871 3.277 1.845 -0.039 0.084 -0.019 0.0753
H -2.555 3.704 3.564 -0.083 -0.797 0.133 0.0801
H -3.918 5.380 2.514 -0.079 0.468 -0.007 0.1373
H -2.338 7.343 3.235 -0.527 0.194 -0.127 0.1134
H -1.077 6.233 3.411 0.116 -0.526 0.053 0.1274
H -3.790 7.568 4.997 -1.156 -0.012 -0.476 0.0915
H -3.758 6.449 6.315 -0.168 0.039 0.157 0.0836
H -4.583 5.810 4.945 -0.239 0.538 -0.713 0.0864
H -1.493 5.584 0.832 0.062 -0.204 0.323 0.0466
H -3.024 5.207 0.542 0.181 0.229 -0.930 0.0561
C -4.019 -0.830 -0.201 -0.847 -0.080 -1.064 -0.1104
O -3.277 -0.277 0.837 1.239 0.536 0.273 -0.2556
C -3.444 -0.734 2.162 -0.920 0.965 0.781 -0.1766
C -2.710 0.286 3.126 -0.405 -3.158 -0.892 -0.1559
N -1.276 0.208 2.834 0.724 2.538 0.557 -0.0967
C -0.402 1.091 3.721 -1.355 -0.853 -1.678 -0.1291
C -0.388 0.634 5.172 -0.182 -0.343 -0.952 -0.2719
O 0.379 1.525 5.871 1.892 0.801 2.489 -0.1769
C 0.774 1.013 7.188 -0.807 0.276 -0.857 -0.0626
H -4.915 -0.269 -0.465 -0.192 0.739 0.449 0.0826
H -4.455 -1.815 -0.033 0.752 -0.429 0.281 0.0966
H -3.415 -0.786 -1.108 0.226 -0.528 0.190 0.0791
H -3.174 -1.776 2.329 0.609 -0.059 -0.264 0.1119
H -4.519 -0.697 2.340 -0.248 0.080 0.521 0.1210
H -2.895 -0.066 4.141 -0.418 0.174 0.184 0.1099
H -3.239 1.222 2.945 0.889 0.404 0.069 0.1072
H -0.798 -0.681 2.849 -0.858 -0.857 -0.041 0.0780
H -0.740 2.115 3.559 0.155 -0.003 0.399 0.0926
H 0.569 0.960 3.244 0.296 0.360 0.484 0.1199
H 0.067 -0.356 5.140 -0.022 -0.441 0.331 0.1292
H -1.363 0.580 5.655 -0.427 -0.251 -0.274 0.1207
H -0.112 0.720 7.752 -0.265 -0.250 -0.112 0.0798
H 1.240 1.769 7.819 0.207 0.266 -0.662 0.0826
H 1.426 0.146 7.083 0.083 0.002 -0.087 0.0855
C 2.790 -1.452 -2.921 0.814 1.984 -1.470 -0.0791
O 2.954 -2.212 -4.109 -0.369 -2.276 0.946 -0.2060
C 3.866 -1.782 -5.109 -0.551 0.690 1.351 -0.2162
C 3.007 -1.580 -6.358 2.300 -0.462 1.149 -0.1883
N 3.854 -0.917 -7.334 -1.525 0.549 -0.242 -0.0608
C 3.285 -0.872 -8.654 1.543 0.572 -1.180 -0.2204
C 4.238 -0.040 -9.590 0.065 -0.506 1.912 -0.1793
O 5.570 -0.611 -9.588 -1.592 0.512 -0.741 -0.2002
C 5.595 -1.841 -10.269 0.979 -0.347 0.315 -0.1339
H 2.223 -0.613 -3.324 -0.101 0.744 0.791 0.0642
H 3.771 -1.110 -2.593 0.073 0.230 0.198 0.0821
H 2.262 -1.788 -2.029 -0.165 -1.264 -0.637 0.0806
H 4.690 -2.493 -5.170 -0.203 -0.525 -0.510 0.1209
H 4.384 -0.874 -4.801 -0.302 0.581 -0.024 0.1066
H 2.136 -1.025 -6.011 -0.025 0.365 -0.488 0.1116
H 2.701 -2.604 -6.573 -0.350 -0.103 -0.767 0.1207
H 4.849 -1.092 -7.318 -0.203 -0.378 0.053 0.1146
H 2.289 -0.428 -8.647 -0.009 0.133 0.104 0.1177
H 3.204 -1.857 -9.115 -0.343 -0.411 -0.028 0.0957
H 4.393 0.916 -9.090 -0.208 0.213 -0.340 0.1148
H 3.812 0.066 -10.587 0.214 -0.026 -0.167 0.1132
H 6.662 -2.016 -10.405 -0.082 -0.500 -0.052 0.0903
H 5.125 -1.879 -11.252 -0.219 0.529 -0.134 0.0875
H 5.140 -2.629 -9.669 0.120 -0.224 0.065 0.0786
C -1.046 -1.080 -4.551 -0.992 -0.838 0.455 -0.1158
O -0.124 -0.100 -4.722 1.710 2.019 -0.237 -0.1984
C -0.563 1.232 -4.666 1.649 1.166 -0.168 -0.2084
C 0.610 2.088 -5.188 -0.506 -0.040 -0.164 -0.1886
N 1.739 2.269 -4.237 -2.579 -0.133 -0.311 -0.0385
C 2.904 2.682 -4.925 1.742 0.320 0.329 -0.2202
C 4.079 2.983 -3.942 -1.963 -0.150 -0.573 -0.2279
O 4.573 1.732 -3.518 2.528 0.424 -0.710 -0.2161
C 5.921 1.898 -2.928 -2.373 -0.598 0.559 -0.0529
H -1.467 -1.335 -5.524 -0.349 -0.393 -0.005 0.0915
H -1.822 -0.721 -3.875 -0.344 -0.380 0.159 0.0863
H -0.514 -1.915 -4.096 -0.358 -0.253 -0.095 0.0980
H -0.751 1.590 -3.654 -0.204 -0.454 0.368 0.0785
H -1.436 1.503 -5.261 -0.264 -0.594 -0.305 0.1273
H 0.214 3.028 -5.571 -0.013 0.675 0.811 0.1097
H 0.873 1.674 -6.161 0.715 -0.773 -0.037 0.1092
H 1.884 1.379 -3.782 0.222 -0.182 0.064 0.0789
H 2.703 3.541 -5.564 -0.168 0.295 0.245 0.1190
H 3.233 1.898 -5.607 0.448 -0.177 -0.259 0.1139
H 3.733 3.497 -3.045 -0.451 0.294 0.107 0.1052
H 4.719 3.714 -4.436 0.963 -0.606 -0.158 0.1156
H 5.677 2.498 -2.051 0.818 0.198 0.293 0.0712
H 6.688 2.367 -3.545 -0.339 -0.033 -0.338 0.0862
H 6.200 0.894 -2.608 0.224 0.164 -0.082 0.0837
C -1.705 -4.061 3.442 0.612 0.861 0.044 -0.1154
O -2.131 -3.907 4.798 -0.655 -0.783 -0.845 -0.1781
C -3.100 -4.905 5.173 -0.176 0.612 0.216 -0.1955
C -2.468 -6.263 5.505 0.393 0.734 -2.144 -0.2361
N -1.775 -6.175 6.716 -0.478 1.385 1.854 -0.0832
C -1.241 -7.382 7.254 -0.331 0.325 0.451 -0.2015
C -2.295 -8.174 8.004 -0.406 -1.052 0.447 -0.1991
O -3.003 -7.299 8.944 1.687 -1.371 -1.303 -0.1909
C -3.796 -7.945 9.912 -1.166 0.883 -0.044 -0.1178
H -1.207 -3.146 3.122 0.412 0.025 0.437 0.0593
H -2.476 -4.121 2.674 -0.742 -0.529 0.354 0.0823
H -0.994 -4.876 3.307 -0.056 -0.150 0.053 0.0845
H -3.891 -4.931 4.424 0.143 -0.461 -0.462 0.1125
H -3.626 -4.480 6.027 0.236 -0.086 0.421 0.1174
H -1.692 -6.349 4.745 -0.029 -0.517 -0.458 0.1079
H -3.117 -7.132 5.402 -0.614 0.019 -0.051 0.1199
H -2.449 -5.870 7.404 0.067 0.589 0.328 0.0984
H -0.530 -7.067 8.017 0.621 -0.362 -0.299 0.1201
H -0.827 -7.876 6.375 0.452 -0.738 0.587 0.1283
H -1.859 -9.044 8.496 0.609 0.327 0.885 0.1109
H -2.924 -8.771 7.344 -1.041 0.812 -0.467 0.1106
H -3.743 -7.328 10.808 0.139 -0.206 0.159 0.0858
H -3.635 -8.993 10.165 0.697 -0.005 -0.306 0.0862
H -4.823 -7.860 9.558 -0.333 -0.276 0.107 0.0816
C 2.820 3.016 0.060 0.431 -0.313 0.060 -0.0839
O 2.107 2.056 0.825 0.041 0.665 0.708 -0.1620
C 1.595 0.971 0.124 -0.053 -0.017 -3.671 -0.1967
C 0.587 1.432 -1.003 -0.792 -0.956 2.236 -0.1756
N -0.580 1.924 -0.240 0.310 -0.534 -0.943 -0.0971
C -1.719 2.263 -1.084 0.476 1.465 0.761 -0.1767
C -1.569 3.700 -1.746 -0.847 -1.626 1.007 -0.1609
O -0.793 4.576 -0.902 -0.158 -0.518 -1.893 -0.2286
C -0.043 5.558 -1.641 0.195 -0.178 0.474 -0.0777
H 3.231 3.760 0.742 -0.232 -0.087 0.112 0.0951
H 2.260 3.523 -0.725 -0.504 0.012 0.147 0.0674
H 3.666 2.561 -0.456 0.202 -0.337 -0.042 0.0783
H 1.234 0.143 0.733 -0.343 0.537 0.462 0.1066
H 2.323 0.499 -0.535 1.106 -0.167 0.313 0.1091
H 0.203 0.557 -1.527 0.449 -0.219 -0.194 0.0993
H 1.003 2.147 -1.713 0.136 0.069 0.059 0.0926
H -0.243 2.756 0.224 -0.366 0.265 0.358 0.0944
H -2.562 2.171 -0.399 -0.504 0.451 -0.350 0.0950
H -1.862 1.547 -1.894 0.100 -0.200 0.175 0.1026
H -2.606 4.008 -1.886 -0.020 0.787 0.067 0.1149
H -1.212 3.468 -2.749 0.905 0.844 0.009 0.0969
H 0.418 5.140 -2.536 -0.103 -0.214 -0.075 0.0812
H 0.763 5.889 -0.987 -0.028 -0.025 0.085 0.0855
H -0.621 6.443 -1.910 -0.352 -0.120 -0.007 0.0879
```
Positions in Å, forces in eV/Å.